<1>
19
Properties=species:S:1:pos:R:3 method="wB97M-V/def2-TZVPD" charge=0 orbital_gap_ev=8.782 smiles="C=C(C)O.CCN=O"
C -0.222 -0.764 -2.659
C -0.520 -0.636 -1.377
C -1.478 -1.432 -0.562
O -0.224 0.850 -0.752
H -0.671 -1.562 -3.229
H 0.501 -0.127 -3.143
H -2.115 -0.785 0.044
H -2.116 -2.014 -1.230
H -0.949 -2.106 0.111
H -0.524 1.759 -0.602
C 0.710 1.645 2.068
C 0.978 0.259 1.504
N 1.380 0.332 0.089
O 1.340 -0.800 -0.524
H 1.544 2.310 1.849
H -0.189 2.081 1.631
H 0.565 1.593 3.147
H 1.856 -0.180 1.991
H 0.133 -0.424 1.644



<2>
19
Properties=species:S:1:pos:R:3 method="wB97M-V/def2-TZVPD" charge=0 orbital_gap_ev=9.678
H -1.430 -0.691 2.434
N -0.995 -0.825 1.517
C -1.285 0.052 0.663
C -2.274 1.168 0.735
C -0.617 -0.396 -0.987
O -1.242 0.022 -1.934
O -0.346 -1.689 -0.852
H -1.849 2.005 1.294
H -2.506 1.548 -0.261
H -3.235 0.855 1.149
H -0.295 -2.306 -0.090
C 1.475 0.414 -0.854
C 2.555 -0.371 -0.131
H 1.453 0.165 -1.914
H 1.633 1.493 -0.807
H 0.421 0.291 -0.101
H 2.637 -0.081 0.918
H 2.361 -1.441 -0.198
H 3.539 -0.215 -0.579



<3>
19
Properties=species:S:1:pos:R:3 method="wB97M-V/def2-TZVPD" charge=0 orbital_gap_ev=9.400
C -2.228 1.085 -0.412
C -1.365 0.044 0.273
O 0.172 1.049 0.909
O -1.791 -0.618 1.227
H 0.023 0.831 1.837
H -1.762 1.531 -1.289
H -3.180 0.639 -0.705
H -2.423 1.879 0.309
C 1.609 -1.223 0.849
C 0.991 -0.259 -0.121
N 1.842 0.396 -0.952
C -0.332 -0.668 -0.691
H 1.421 1.097 -1.546
H 2.711 0.707 -0.537
H 0.828 -1.515 1.554
H 2.471 -0.775 1.344
H 1.940 -2.107 0.301
H -0.420 -0.352 -1.730
H -0.506 -1.741 -0.622



It is <1> that is the least stable of them.



<1>
19
Properties=species:S:1:pos:R:3 method="wB97M-V/def2-TZVPD" charge=0 orbital_gap_ev=9.020
C 2.086 0.087 -0.885
C -0.063 -1.182 -0.542
C -1.473 -1.095 0.106
C -1.245 1.228 -0.228
C 0.198 1.204 0.273
H 2.940 0.486 -0.479
H 2.052 0.827 -1.747
H 2.459 -0.931 -1.149
H 0.091 -0.841 -1.544
H 0.305 -2.203 -0.204
H -1.522 -1.423 1.228
H -2.145 -1.949 -0.436
H -1.615 2.168 0.592
H -1.323 1.586 -1.390
H 0.668 1.967 -0.293
H 0.584 1.759 1.555
N 0.910 -0.060 0.146
O 1.432 -0.404 1.353
O -2.168 0.094 -0.041



<2>
19
Properties=species:S:1:pos:R:3 method="wB97M-V/def2-TZVPD" charge=0 orbital_gap_ev=10.570 smiles="C=CCCC(N)=O.O"
C 2.664 0.469 -1.510
C 2.014 -0.575 -1.011
C 0.512 -0.603 -1.255
C -0.385 -0.762 -0.024
C -0.428 0.425 0.897
N -0.055 1.648 0.450
O -0.675 0.264 2.086
H 3.744 0.547 -1.418
H 2.195 1.318 -1.989
H 2.514 -1.414 -0.558
H 0.242 0.247 -1.888
H 0.364 -1.493 -1.874
H -1.351 -1.182 -0.325
H -0.028 -1.585 0.600
H 0.054 1.788 -0.541
H 0.344 2.354 1.044
O -4.048 -0.641 2.087
H -4.533 -0.404 2.874
H -3.144 -0.400 2.354



It is <1> that is the least stable of them.



<1>
9
Properties=species:S:1:pos:R:3 method="wB97M-V/def2-TZVPD" charge=-1 orbital_gap_ev=6.359 smiles="O=C(C=C=S)N[O-]"
O -1.228 1.690 -0.594
C -0.514 0.810 -0.125
C 0.035 -0.307 -0.985
C 0.909 -1.184 -0.561
S 1.715 -2.532 -0.339
N -0.107 0.857 1.142
O 0.534 -0.215 1.643
H -0.490 -0.275 -1.877
H -0.855 1.158 1.696



<2>
9
Properties=species:S:1:pos:R:3 method="wB97M-V/def2-TZVPD" charge=-1 orbital_gap_ev="5.503 / 5.541"
C 0.693 -1.571 -0.913
C -1.341 -0.195 -0.643
C -0.313 -0.893 -0.490
N 1.639 -2.212 -1.138
O 0.036 1.654 2.252
O 1.871 1.993 0.549
S 1.213 1.027 1.538
H -1.582 0.446 0.199
H -2.217 -0.250 -1.354



It is <2> that is the least stable of them.